A | Entry from the OMol25 dataset: a 3-piece molecular cluster, C5H15NOS overall (ωB97M-V/def2-TZVPD).

Output
LUMO level: -3.0 eV
HOMO: -7.4 eV
gap between HOMO and LUMO: 4.403 eV

```
! RIJCOSX wB97M-V def2-TZVPD def2/J DEFGRID3
* xyz 0 1
C 0.8496 -0.9412 -1.3085
C 1.3921 -1.9016 -0.2839
S 2.2453 -0.9644 1.0018
C -0.1635 0.0929 -0.7694
N -1.1463 -0.1722 0.2532
C -0.8860 0.5012 1.5587
C -2.5025 -0.0911 -0.2067
H 0.3600 -1.4358 -2.1805
H 1.6918 -0.3720 -1.7017
H 0.7751 -2.7485 0.0011
H 2.3246 -2.2794 -0.7950
H 0.7842 1.8548 -0.9565
H -0.6655 0.4616 -1.6735
H 0.5754 0.7939 -0.3170
H -1.6342 0.1547 2.2855
H 0.0642 0.1176 1.9197
H -0.6556 1.5513 1.3761
H -2.8461 -1.0361 -0.6991
H -3.2187 0.0238 0.6204
H -2.7466 0.7713 -0.8179
H 1.4402 2.1197 0.2959
H 2.2079 1.3214 1.1660
O 1.7547 2.1781 1.2313
*
```

---

B | Entry from the OMol25 dataset: C5H15NOS as an isolated structure (ωB97M-V/def2-TZVPD).

Output
LUMO level: -3.4 eV
HOMO: -8.0 eV
gap between HOMO and LUMO: 4.626 eV

```
! RIJCOSX wB97M-V def2-TZVPD def2/J DEFGRID3
* xyz 0 1
C -0.8247 0.7517 -0.8908
N -1.7991 0.3173 0.1531
C -1.3303 0.3662 1.5314
C -0.3563 1.4345 1.9389
S 1.4002 1.1265 1.6720
C -0.5735 -0.3531 -1.9320
C 0.0267 -1.5713 -1.2903
H 0.2341 0.9017 -0.4351
H -1.1421 1.6933 -1.3398
H 1.3376 -1.7591 2.0930
H -2.3198 0.5425 1.9723
H -0.8886 -0.6036 1.8233
H -0.4536 1.4861 3.0018
H -0.6647 2.3934 1.4088
H 0.8136 -2.2902 1.7812
H -1.6078 -0.6116 -2.3743
H 0.0479 0.1867 -2.7874
H -0.5110 -1.9723 -0.3487
H 1.0648 -1.4298 -1.1087
H -0.0382 -2.4430 -2.0761
H 1.9836 0.7730 -0.3503
H 3.1533 0.8285 -1.3885
O 2.4480 0.2324 -1.0538
*
```

---

Which is most stable? The ranking, best first, is B, A.

---

A | Entry from the OMol25 dataset: one molecule with the formula C3H6F2 (ωB97M-V/def2-TZVPD).

Output
SMILES string: C[C@@H](F)CF
LUMO level: 1.1 eV
HOMO: -11.5 eV
gap between HOMO and LUMO: 12.616 eV

```
! RIJCOSX wB97M-V def2-TZVPD def2/J DEFGRID3
* xyz 0 1
C -0.5160 1.2159 -0.0662
C -0.4240 -0.2717 0.3633
F -1.4999 -1.1176 -0.0498
C 0.7802 -0.9956 -0.1192
F 1.8825 -0.1885 0.1041
H -0.2440 1.9522 0.7162
H -1.5072 1.4622 -0.4865
H 0.2542 1.4102 -0.8472
H -0.4008 -0.4264 1.4572
H 0.8724 -2.0641 0.1992
H 0.8025 -0.9765 -1.2711
*
```

---

B | Entry from the OMol25 dataset: one molecule with the formula C3H6F2 (ωB97M-V/def2-TZVPD).

Output
SMILES string: CCC(F)F
LUMO level: 1.1 eV
HOMO: -11.0 eV
gap between HOMO and LUMO: 12.127 eV

```
! RIJCOSX wB97M-V def2-TZVPD def2/J DEFGRID3
* xyz 0 1
C -1.2495 0.0187 0.1510
C 0.1463 -0.5039 -0.6071
C 1.2711 0.1980 0.2776
F 2.4480 -0.4282 0.0443
F 0.9694 1.5966 -0.2588
H -2.3090 -0.2031 -0.4090
H -1.6084 -0.2342 1.3027
H -1.1199 1.1551 0.3422
H -0.1264 -1.7102 -0.5205
H 0.5249 -0.0005 -1.6816
H 1.0534 0.1118 1.3592
*
```

---

Which is most stable? The ranking, best first, is A, B.

---

A | Entry from the OMol25 dataset: one molecule with the formula C9H12Si (ωB97M-V/def2-TZVPD).

Output
LUMO level (alpha / beta): 0.2 / 0.3 eV
HOMO (alpha / beta): -7.8 / -7.9 eV
gap between HOMO and LUMO (alpha / beta): 7.967 / 8.230 eV

```
! RIJCOSX wB97M-V def2-TZVPD def2/J DEFGRID3
* xyz 0 1
C 2.1286 0.8225 -1.7729
C 1.3903 1.8970 -1.4568
C 1.8974 -0.6145 -1.5605
C 0.0905 2.1573 -0.8504
C 1.2412 -1.1203 -0.5864
C -0.6959 1.4883 -0.0427
C 0.5652 -2.1897 0.1077
C -0.7804 -1.6766 0.6359
C -2.5386 0.4678 1.8799
Si -0.7420 0.0407 1.2684
H 3.1247 1.1321 -2.2310
H 1.8580 2.8685 -1.6473
H 2.3431 -1.3089 -2.1898
H -0.4322 3.1143 -1.1139
H 0.5321 -3.1113 -0.4963
H 1.1601 -2.2078 1.0525
H -1.6649 -1.7609 -0.1190
H -1.2318 -2.1755 1.5366
H -2.6844 1.5494 1.8883
H -3.1251 0.1382 1.0285
H -2.9099 0.1052 2.7677
H 0.4742 0.3843 1.9014
*
```

---

B | Entry from the OMol25 dataset: C9H12Si as an isolated structure (ωB97M-V/def2-TZVPD).

Output
LUMO level: 0.8 eV
HOMO: -8.1 eV
gap between HOMO and LUMO: 8.917 eV

```
! RIJCOSX wB97M-V def2-TZVPD def2/J DEFGRID3
* xyz 0 1
C -2.7625 -0.3124 -0.3355
C -2.1454 -1.4547 0.0790
C -2.0100 0.8495 -0.2126
C -0.8214 -1.5936 0.5000
C -0.7069 0.7556 0.2279
C -0.0075 -0.4526 0.5942
C -0.0048 2.0614 0.3809
C 1.4548 1.9641 0.0310
C 2.2053 -1.6943 -0.7037
Si 1.8316 -0.4141 0.7397
H -3.8653 -0.3538 -0.7358
H -2.8465 -2.3486 -0.0735
H -2.4003 1.8724 -0.4410
H -0.3692 -2.5509 0.6772
H -0.4618 2.7781 -0.3076
H -0.1033 2.5978 1.3488
H 1.6287 1.9908 -1.0749
H 2.2947 2.4661 0.5312
H 2.9212 -1.3770 -1.4647
H 2.3748 -2.7461 -0.3999
H 1.2207 -1.6871 -1.2327
H 2.5731 -0.3507 1.8721
*
```

---

Which is most stable? The ranking, best first, is B, A.